{
  "formula": "C9H17Cl2F6NO7S",
  "method": "ωB97M-V with the def2-TZVPD basis set",
  "fmax_ev_per_a": 5.73,
  "total_energy_ev": -77610.6864,
  "charge": -2,
  "e_above_lowest_ev": 0.000,
  "spin_multiplicity": 1,
  "homo_ha": 0.021,
  "elements": ["N", "H", "H", "H", "H", "C", "F", "F", "F", "S", "O", "O", "O", "O", "C", "C", "O", "H", "H", "H", "H", "C", "C", "O", "C", "O", "C", "F", "F", "F", "H", "H", "H", "H", "H", "Cl", "C", "C", "Cl", "H", "H", "H", "H"],
  "positions_angstrom": [[-0.07642, 0.03793, -1.43350], [-0.88200, -0.56206, -1.32789], [-0.37545, 0.99128, -1.58122], [0.13970, -0.00557, -2.41914], [0.76728, 0.01587, -0.87871], [5.74567, 1.52337, 1.66271], [6.31072, 0.40376, 1.30404], [5.13086, 1.32358, 2.88402], [6.59717, 2.53568, 1.74338], [4.31541, 1.93843, 0.42936], [3.62539, 3.16461, 0.94020], [4.89378, 2.08708, -0.90415], [3.46150, 0.71072, 0.46105], [-0.77034, 3.40430, -2.89151], [-1.00832, 3.33511, -4.33302], [-0.65606, 2.06932, -5.26533], [0.50864, 1.27684, -4.91919], [-0.53600, 4.22967, -4.73894], [-1.98834, 3.69626, -4.64483], [-0.52555, 2.41665, -6.29024], [-1.51987, 1.40873, -5.33973], [-0.36137, -2.58320, 4.70145], [-0.27134, -3.99947, 4.08969], [0.66930, -4.26664, 3.04535], [0.68498, -3.73645, 1.83997], [-0.34588, -3.24923, 1.28856], [1.95628, -3.98024, 0.98634], [1.94630, -5.28763, 0.62495], [1.88060, -3.29084, -0.18258], [3.13088, -3.53178, 1.65517], [-1.11699, -2.47173, 5.47908], [-0.46982, -1.82603, 3.92488], [0.59188, -2.32714, 5.16389], [-1.27823, -4.27808, 3.77882], [-0.01137, -4.73079, 4.85499], [-6.31561, 2.09702, -2.13434], [-4.80347, 1.88491, -1.15607], [-5.13756, 1.40804, 0.22856], [-3.76150, 1.61892, 1.36415], [-4.42612, 2.90473, -1.23145], [-4.12470, 1.25367, -1.72955], [-5.61028, 0.42961, 0.31405], [-5.98372, 1.96078, 0.63674]],
  "nbo_charge": [-0.93, 0.42, 0.48, 0.48, 0.46, 0.73, -0.31, -0.36, -0.32, 2.25, -0.97, -0.97, -1.03, -1.00, -0.09, -0.08, -1.01, 0.08, 0.06, 0.09, 0.06, -0.65, -0.06, -0.48, 0.69, -0.56, 0.91, -0.31, -0.29, -0.31, 0.22, 0.24, 0.22, 0.19, 0.19, -0.11, -0.38, -0.40, -0.05, 0.26, 0.23, 0.21, 0.21]
}